Entry 1:
17
Properties=species:S:1:pos:R:3:forces:R:3 method="wB97M-V/def2-TZVPD" orbital_gap_ev=9.4 smiles=CSC.CC e_lumo_ev=1.01 relative_energy_kj_mol=64.8
C 1.0507 -1.5487 -1.8581 0.2865 0.4882 0.5226
S -0.3625 -2.0472 -0.8723 -0.5387 0.0193 0.9217
C 0.1651 -3.4586 0.1729 -0.5094 0.4760 -0.2589
H 1.0405 -0.4595 -1.7929 -0.3010 0.0335 -0.6358
H 2.0327 -1.7422 -1.4283 -0.0929 -0.7077 0.0481
H 0.9350 -1.9352 -2.8625 0.3482 0.1579 -0.1652
H -0.2595 -4.3389 -0.2851 0.6247 -0.5380 -0.1872
H -0.2783 -3.4351 1.1717 0.0187 0.5695 -0.1329
H 1.2410 -3.4062 0.2740 0.1615 -0.4770 -0.1040
C -1.3362 2.9308 0.4655 1.8801 0.7034 0.3177
C -0.1186 2.5997 1.4011 -0.7194 -0.0350 -0.0604
H -0.8505 3.6198 -0.2285 -0.7454 -0.1383 -0.6399
H -1.7623 2.0746 -0.0398 -0.0642 -0.0555 -0.0466
H -2.0853 3.5181 0.9874 -0.2107 -0.2338 0.0708
H 0.1845 1.5537 1.3694 -0.3195 -0.0860 0.2740
H -0.3746 2.9299 2.4057 0.2303 -0.4195 0.2383
H 0.7784 3.1449 1.1199 -0.0488 0.2428 -0.1623

***

Entry 2:
41
Properties=species:S:1:pos:R:3:forces:R:3 method="wB97M-V/def2-TZVPD" orbital_gap_ev=9.2 smiles="CC(C)CCNC(=O)CCCOc1ccccc1" e_lumo_ev=0.78 relative_energy_kj_mol=52.2
C -4.2246 2.4265 -2.1878 0.0530 0.1718 0.2509
C -3.3491 2.8581 -1.0124 0.0390 -0.2710 -0.1889
C -2.1062 3.5804 -1.5285 -0.2807 -0.0135 0.1560
C -3.0042 1.6349 -0.1537 -0.1033 0.3654 0.1738
C -2.2035 1.9537 1.1135 -0.1821 -0.2165 0.0197
N -0.7746 1.8791 0.9060 -0.1940 0.2923 -0.2466
C 0.0341 1.0895 1.6471 0.3502 0.3357 -0.3802
O -0.3700 0.4089 2.5667 -0.0344 -0.2721 0.3490
C 1.4950 1.1626 1.2203 0.1631 -0.2603 0.3533
C 2.3874 0.2807 2.0902 -0.2037 -0.2419 -0.3008
C 2.1844 -1.1992 1.7833 -0.0433 0.1083 0.4698
O 2.6387 -1.4381 0.4631 0.0944 0.0278 -0.2036
C 2.5991 -2.7063 -0.0245 0.0400 -0.1295 -0.1863
C 2.1001 -3.8098 0.6593 -0.0356 0.3070 0.2225
C 2.1184 -5.0579 0.0583 0.0353 -0.1017 -0.1243
C 2.6260 -5.2248 -1.2163 -0.0453 -0.1884 0.0159
C 3.1206 -4.1249 -1.9004 0.0052 0.0539 0.0060
C 3.1085 -2.8773 -1.3136 -0.0270 0.1497 0.1290
H -5.1253 1.9296 -1.8351 -0.1128 -0.0796 -0.0138
H -4.5202 3.2882 -2.7818 -0.0538 0.0589 -0.1169
H -3.6822 1.7368 -2.8311 0.0556 -0.1016 -0.1092
H -3.9225 3.5583 -0.3939 0.0181 -0.0260 0.0154
H -2.3949 4.3778 -2.2103 0.0565 0.1000 -0.0559
H -1.5458 4.0317 -0.7129 0.1490 0.0920 0.0682
H -1.4612 2.8910 -2.0703 0.1200 -0.0864 -0.0899
H -3.9401 1.1580 0.1425 -0.0344 -0.0628 -0.0215
H -2.4448 0.9125 -0.7523 -0.0113 -0.0873 -0.0331
H -2.4203 1.2225 1.8958 -0.0044 0.1757 -0.0687
H -2.4742 2.9482 1.4876 -0.0392 -0.0825 0.0393
H -0.3850 2.4097 0.1442 0.1268 -0.0916 0.0911
H 1.5788 0.8441 0.1792 -0.0143 0.1098 -0.0535
H 1.8206 2.2033 1.2874 -0.0444 0.0111 -0.0872
H 2.1471 0.4479 3.1405 0.0638 -0.0169 0.0029
H 3.4340 0.5351 1.9170 0.0193 -0.0020 0.0585
H 2.7607 -1.8069 2.4938 -0.0733 0.0056 -0.0959
H 1.1220 -1.4514 1.8789 0.1301 -0.0462 -0.0071
H 1.6950 -3.7087 1.6537 -0.0261 0.0445 0.0818
H 1.7288 -5.9074 0.6004 -0.0305 -0.0568 0.0418
H 2.6373 -6.2019 -1.6748 -0.0028 -0.0795 -0.0329
H 3.5198 -4.2420 -2.8973 0.0330 0.0046 -0.0764
H 3.4924 -2.0121 -1.8316 0.0443 0.1001 -0.0522

***

Entry 3:
125
Properties=species:S:1:pos:R:3:forces:R:3 method="wB97M-V/def2-TZVPD" orbital_gap_ev=8.0 e_lumo_ev=0.50
H 6.1467 1.6841 3.0582 0.0529 0.1370 -0.0033
N 6.1131 0.6652 3.0831 0.5678 0.0071 0.1786
C 4.9426 0.2696 2.8491 -0.2648 -0.0798 -0.0219
C 3.7589 1.1209 2.5654 -0.2084 0.0636 -0.0359
C 3.4208 1.2289 1.1026 -0.0805 -0.0161 -0.8471
C 4.3892 1.0609 0.1007 -0.8764 0.2125 -0.1411
C 4.0584 1.1796 -1.2483 -0.7572 0.0321 0.4886
C 2.7391 1.4471 -1.6499 0.1428 0.1013 0.9336
N 2.3976 1.5455 -3.0011 0.0010 -0.0668 -0.1689
C 1.7530 1.6128 -0.6446 0.6042 -0.1928 -0.0764
C 2.0954 1.5221 0.7129 0.5492 -0.2035 -0.4523
N 1.1325 1.7443 1.7277 -0.1851 0.5428 -0.1973
C 1.1524 3.1309 2.2727 0.0288 -0.3719 0.0566
C 1.3544 3.2264 3.7796 -0.1960 -0.0454 0.0579
C -0.1888 1.2922 1.4727 -0.7115 -0.5269 0.3135
C -0.9169 0.8398 2.5753 -0.2063 0.1153 -0.7942
C -2.2464 0.4375 2.4698 0.4323 0.3071 -0.4763
C -2.9355 0.1033 3.7600 -0.1189 0.1298 -0.0548
O -3.2061 1.2566 4.5338 0.1488 -0.2095 0.3793
C -4.4597 1.8684 4.3425 -0.0235 0.1962 -0.1156
C -4.3895 3.0668 3.4085 -0.1561 0.0694 -0.1119
C -2.8744 0.4258 1.2178 0.8112 0.3653 -0.3603
C -4.2934 -0.0601 1.0975 0.0201 -0.0112 0.4873
C -4.5191 -1.5758 1.3134 0.1136 0.1231 -0.4364
C -3.3165 -2.4899 1.0750 -0.1313 -0.2499 0.2699
C -2.6206 -3.0507 2.3230 0.0879 0.0927 -0.0059
C -1.1068 -2.9069 2.2926 0.0579 -0.2485 -0.1544
C -0.3482 -3.8782 3.2014 0.0546 0.3934 -0.0407
C 0.8939 -4.5009 2.5615 0.0058 -0.3870 -0.0457
C 0.8326 -6.0263 2.3759 0.0934 0.2577 0.1064
C -2.1621 0.8832 0.0714 0.5335 -0.2017 0.7316
C -2.9020 0.9511 -1.2482 -0.0031 -0.1651 0.0604
C -3.4560 -0.3787 -1.8144 0.2096 0.0512 -0.1048
C -3.0648 -0.7178 -3.2466 -0.0529 0.2439 0.1087
C -1.6616 -1.1380 -3.5685 0.1061 -0.3499 -0.1477
F -1.6737 -1.8275 -4.7456 -0.2134 -0.0903 -0.3229
F -0.8796 -0.0671 -3.7691 0.5343 0.3921 0.1000
C -0.9392 -2.0695 -2.5823 -0.2495 0.4436 -0.2147
F -1.7638 -3.0455 -2.2169 -0.3590 -0.5282 0.2282
F -0.5664 -1.3967 -1.5086 0.1368 0.2262 0.6214
F 0.1305 -2.6122 -3.1355 0.4655 -0.1905 -0.2007
C -0.8129 1.3276 0.2129 -0.6803 -0.3789 0.5559
S 0.0965 1.9741 -1.1518 0.0010 0.0349 -0.1321
H 4.7493 -0.7937 2.8603 0.0586 -0.4229 -0.0736
H 2.8991 0.7013 3.0755 -0.1953 -0.0775 0.1735
H 3.9342 2.0989 3.0044 0.0048 0.3665 0.0509
H 5.4095 0.8561 0.3705 0.2399 -0.0803 0.1062
H 4.8148 1.0676 -2.0049 0.2180 -0.0317 -0.1742
H 3.1798 1.3508 -3.6046 0.0967 -0.0213 -0.0939
H 1.9873 2.4258 -3.2754 -0.2347 0.0198 0.0209
H 1.9378 3.6637 1.7557 0.1802 0.2096 -0.2005
H 0.2037 3.5880 2.0236 -0.1795 0.2741 -0.2668
H 2.1816 3.8747 4.0345 0.2928 0.1218 0.0778
H 1.5346 2.2468 4.1958 0.1498 -0.2673 0.1539
H 0.4752 3.6276 4.2681 -0.2355 0.0642 0.1329
H -0.4359 0.8290 3.5390 0.1492 -0.0188 0.1993
H -2.2780 -0.5089 4.3635 0.2150 -0.2043 0.1899
H -3.8458 -0.4609 3.5984 -0.2790 -0.1269 0.0013
H -4.8021 2.1865 5.3188 0.0101 0.0714 0.3285
H -5.1925 1.1488 3.9844 -0.1047 -0.2844 -0.0730
H -3.3585 3.2970 3.1799 0.2984 0.0424 -0.0329
H -4.9123 2.8977 2.4759 -0.0580 -0.1011 -0.3118
H -4.8337 3.9414 3.8630 -0.1158 0.2727 0.1349
H -4.7084 0.2198 0.1458 -0.0889 0.1118 -0.2593
H -4.8903 0.4761 1.8278 -0.1980 0.1391 0.1768
H -4.9312 -1.7651 2.2951 -0.0435 -0.0293 0.3722
H -5.3030 -1.8639 0.6232 -0.2837 -0.0933 -0.1534
H -3.6698 -3.3420 0.5076 -0.0146 -0.2057 -0.3120
H -2.5738 -2.0038 0.4584 0.2167 0.2261 -0.1377
H -3.0438 -2.6142 3.2216 -0.0418 0.1110 0.2833
H -2.8243 -4.1133 2.3785 -0.2026 -0.3113 0.1115
H -0.7985 -3.1066 1.2712 0.1035 0.0043 -0.3457
H -0.8078 -1.8866 2.5037 0.0373 0.2744 -0.0595
H -1.0287 -4.6580 3.5218 -0.1415 -0.2506 0.1758
H -0.0255 -3.3411 4.0847 -0.1197 0.0487 0.4110
H 1.7675 -4.2630 3.1542 0.2225 0.1234 0.1440
H 1.0513 -4.0483 1.5913 0.1545 0.2269 -0.2415
H 0.7475 -6.2993 1.3342 -0.1251 -0.1245 -0.3159
H -0.0088 -6.4501 2.9079 -0.2269 -0.1662 0.1232
H 1.7263 -6.5038 2.7564 0.2245 -0.1522 0.0654
H -2.3145 1.4445 -2.0077 0.3665 0.1427 -0.1756
H -3.7549 1.5974 -1.0773 -0.1796 0.3180 -0.0681
H -4.5347 -0.3078 -1.8505 -0.3477 -0.0240 0.0732
H -3.2421 -1.2074 -1.1570 0.1250 -0.1955 0.1238
H -3.7048 -1.4924 -3.6443 -0.2445 -0.2781 0.0439
H -3.2200 0.1645 -3.8580 -0.1121 0.1867 -0.3041
C -2.0213 3.6667 -7.4225 0.0203 -0.0695 0.0134
C -2.3570 2.6946 -6.2896 -0.0060 0.0473 0.0109
C -0.9713 2.2345 -5.8529 0.0442 0.2729 -0.2885
O -0.0963 3.3445 -6.0967 0.0303 -0.0602 0.0378
C -0.7567 4.3304 -6.8917 -0.0468 -0.0905 0.0752
H -2.8113 4.3845 -7.6368 -0.0298 -0.0018 0.0188
H -1.8042 3.1141 -8.3387 0.0113 -0.0021 -0.0050
H -2.8547 3.2264 -5.4750 0.0070 -0.0036 0.0044
H -2.9945 1.8668 -6.5972 -0.0108 -0.0051 -0.0322
H -0.6312 1.3779 -6.4453 -0.0207 -0.0250 0.0128
H -0.9144 1.9717 -4.8046 0.0424 -0.0013 0.1749
H -0.9980 5.1926 -6.2608 -0.0165 0.0182 -0.0139
H -0.0804 4.6592 -7.6809 0.0267 -0.0108 -0.0030
C 0.6150 -1.9634 -7.0635 0.0786 0.0219 -0.1277
C 1.3272 -3.0490 -7.8712 0.0354 0.0347 0.0572
C 2.4611 -2.2586 -8.5143 -0.0773 0.0201 0.0076
O 2.7927 -1.2187 -7.5956 0.0484 0.0415 0.0020
C 1.7902 -1.1224 -6.5810 -0.0166 -0.0573 0.0140
H 0.0141 -2.3452 -6.2456 -0.0096 -0.0551 0.0287
H -0.0309 -1.3723 -7.7178 0.0003 0.0067 0.0067
H 1.7297 -3.8109 -7.2006 0.0072 -0.0039 0.0033
H 0.6900 -3.5425 -8.6033 -0.0187 0.0128 -0.0135
H 2.1418 -1.8086 -9.4612 -0.0065 -0.0246 -0.0066
H 3.3514 -2.8596 -8.7024 0.0208 0.0050 0.0053
H 2.1950 -1.5131 -5.6410 -0.0269 0.0036 0.0144
H 1.5351 -0.0719 -6.4335 0.0222 0.0145 -0.0084
C 5.2230 0.2987 7.2860 -0.0465 0.0629 -0.0215
C 3.8710 0.8671 7.7219 0.0359 -0.0590 -0.0040
C 3.1080 0.8792 6.4032 0.0863 0.0314 0.0090
O 3.6119 -0.2173 5.6425 -0.0698 -0.0464 -0.1310
C 4.8036 -0.7296 6.2443 0.0221 -0.0282 0.0606
H 5.7986 -0.1402 8.0990 -0.0119 -0.0043 0.0267
H 5.8279 1.0802 6.8218 0.0069 -0.0053 -0.0183
H 3.3896 0.1932 8.4334 -0.0093 -0.0075 -0.0067
H 3.9346 1.8539 8.1775 0.0202 0.0171 -0.0033
H 3.2895 1.8089 5.8506 -0.0011 0.0127 0.0307
H 2.0308 0.7580 6.5273 -0.0136 -0.0126 -0.0123
H 4.5776 -1.6963 6.7077 0.0084 0.0130 0.0175
H 5.5541 -0.8804 5.4683 -0.0123 0.0247 -0.0248

***

Entry 4:
66
Properties=species:S:1:pos:R:3:forces:R:3 method="wB97M-V/def2-TZVPD" orbital_gap_ev=8.9 smiles=COCCNCCOC.CC(C)O.CO.CO.CO.CO.CO e_lumo_ev=0.48 relative_energy_kj_mol=14.7
C -0.6496 -19.1544 -21.2609 0.1648 -0.1082 0.4062
O -1.0877 -19.3139 -22.5823 -0.1727 0.5215 -0.2284
C -0.2804 -20.1716 -23.3604 -0.1389 -0.4525 0.1774
C -1.0881 -20.6178 -24.5517 -0.3261 0.1935 -0.1907
N -2.1730 -21.4906 -24.1696 -0.0002 -0.7257 0.1308
C -3.2992 -21.5242 -25.0788 0.4933 -0.4685 -0.0078
C -4.4036 -22.3686 -24.4917 -0.5029 0.8233 0.3856
O -4.7160 -21.8260 -23.2100 -0.2371 -0.2828 -0.3688
C -5.7417 -22.5521 -22.5568 0.6950 0.3752 0.4675
H -1.1224 -18.2910 -20.7896 -0.1683 0.0756 -0.4551
H 0.4346 -18.9876 -21.2188 -0.0432 -0.0602 0.0748
H -0.9196 -20.0234 -20.6433 0.2221 0.0149 -0.1608
H -0.0013 -21.0384 -22.7458 -0.0069 -0.0505 -0.2170
H 0.6494 -19.7085 -23.7112 -0.0412 0.3126 0.1909
H -0.4147 -21.1070 -25.2647 -0.0719 -0.1225 0.0308
H -1.4973 -19.7349 -25.0688 0.2245 0.1733 0.0782
H -2.5168 -21.3322 -23.2316 0.1457 0.3722 -0.0266
H -2.9915 -22.0312 -26.0022 -0.0185 0.3019 -0.1121
H -3.6561 -20.5109 -25.3154 -0.1437 -0.0726 -0.0736
H -4.1232 -23.4205 -24.3999 0.1253 -0.0612 -0.0079
H -5.2997 -22.2712 -25.1153 0.0301 -0.2531 -0.1688
H -6.6863 -22.5801 -23.1069 0.0850 0.0024 -0.1795
H -5.8840 -22.0182 -21.6168 -0.2295 -0.2023 0.0321
H -5.3804 -23.5626 -22.3385 -0.2613 -0.1061 -0.0385
C 1.4350 -25.5371 -19.9757 -0.4960 -0.0239 0.8607
C 2.6237 -26.4147 -19.6653 0.6778 -0.4817 -0.9980
C 2.6962 -27.6201 -20.6253 0.2042 0.6633 0.0579
O 3.8216 -25.6231 -19.8362 -0.2968 -0.1716 0.1070
H 0.5422 -26.1225 -19.7369 -0.0799 0.2028 -0.0949
H 1.3405 -25.1806 -21.0016 0.3858 -0.3138 -0.1696
H 1.4117 -24.6497 -19.3395 0.0499 -0.0948 0.0983
H 2.6286 -26.8167 -18.6458 -0.3957 0.3812 0.0660
H 2.9637 -27.2374 -21.6131 -0.1858 -0.0533 -0.0763
H 1.7411 -28.1410 -20.6852 0.1022 -0.1226 0.0648
H 3.4980 -28.3001 -20.3283 -0.1712 -0.1408 0.0856
H 4.5637 -26.2380 -19.8112 0.0760 0.2354 -0.0028
C 0.7507 -22.8837 -16.1621 0.3098 -0.3547 0.6425
O 0.9879 -23.9489 -15.2399 -0.1722 -0.4566 -0.2502
H 0.8389 -23.3043 -17.1601 0.0158 0.0974 -0.0646
H -0.2585 -22.4883 -16.0340 0.0259 0.1593 -0.0368
H 1.5070 -22.1137 -16.0018 -0.1596 0.2414 -0.3204
H 1.3836 -23.6362 -14.4273 -0.0248 0.2920 0.0188
C 1.0103 -21.9714 -20.3660 0.2391 0.1486 -0.5802
O 0.0553 -21.8700 -19.3194 0.3890 -0.0025 0.0222
H 1.9419 -22.4455 -20.0666 0.0316 0.1107 0.2886
H 0.6337 -22.5572 -21.2055 -0.3965 -0.1021 0.2568
H 1.2213 -20.9762 -20.7616 0.2516 -0.0987 0.0506
H 0.4432 -21.2248 -18.7077 -0.1609 -0.1300 0.0640
C 3.8503 -23.4699 -22.7083 -0.3465 -0.4802 0.6270
O 3.9962 -23.0560 -21.3645 0.2646 0.6916 0.1263
H 4.4652 -22.8286 -23.3320 0.0009 0.0827 -0.0131
H 4.1734 -24.5078 -22.8260 0.0328 -0.0031 -0.1665
H 2.8003 -23.3965 -23.0086 0.0221 0.0181 -0.2647
H 3.6670 -23.7092 -20.7370 0.1623 -0.4391 -0.3065
C -3.2976 -22.8140 -20.0665 1.0733 0.2032 0.5359
O -2.3846 -23.2137 -19.0421 0.1677 0.2087 -0.2440
H -4.0300 -23.6119 -20.1220 -0.3289 0.2503 -0.2029
H -3.7077 -21.8312 -19.8155 -0.5262 -0.1661 -0.0451
H -2.7754 -22.6811 -21.0193 -0.1612 -0.2774 -0.1586
H -1.5665 -22.6933 -19.1525 -0.2347 -0.2803 0.1259
C -0.5832 -19.1106 -17.8893 -0.2709 1.3370 -0.7863
O 0.8095 -19.4179 -17.9586 -0.4138 -0.2144 0.1532
H -1.1808 -19.9944 -18.0882 0.0937 -0.1857 0.4591
H -0.8553 -18.5691 -16.9798 0.0064 -0.6194 0.2896
H -0.8586 -18.3981 -18.6869 0.2063 -0.2363 0.0949
H 1.2806 -18.6821 -17.5620 0.2095 -0.0745 -0.0531

***

Entry 5:
14
Properties=species:S:1:pos:R:3:forces:R:3 method="wB97M-V/def2-TZVPD" orbital_gap_ev="7.4 / 7.4" e_lumo_ev="-0.49 / -0.49" relative_energy_kj_mol=508.0
C 0.3179 -0.8622 -0.3253 -1.5109 2.6945 3.1809
C 1.0663 -0.0062 0.7167 4.4157 0.1767 -1.3329
C -0.7375 0.4897 -0.4989 0.9500 -3.4722 -0.5367
N 1.3329 -0.6414 1.9190 -1.1609 -0.1106 -0.7172
N -2.0832 0.5732 -0.4237 -2.0882 -0.1503 0.2589
C -0.0262 0.5357 -1.7006 -0.0238 1.6129 -0.3516
O 0.0806 -2.0469 -0.1683 -0.4725 0.6584 -1.2079
O 1.6661 1.0470 0.4326 -1.1369 -0.9158 0.7012
H 2.1367 -0.3204 2.4393 -0.3278 0.1579 -0.1411
H 1.0079 -1.5909 2.0537 0.1927 0.2559 -0.1312
H -2.4665 1.4050 0.0269 0.3608 0.1266 -0.7674
H -2.5519 -0.2154 0.0179 0.4790 -0.0035 0.3010
H -0.6056 0.4951 -2.6227 -0.3188 -0.1139 0.1241
H 0.8622 1.1378 -1.8665 0.6416 -0.9166 0.6196

***

Quick rundown of total energy, same order as above: -557.74573, -790.62371, -3080.07317, -1215.73527, -415.84712 hartree